[1]
Here is the molecule C16H21N5O2 from the OMol25 dataset. Energies are from ωB97M-V with the def2-TZVPD basis set.

Each line ends with the Mulliken charge.
Atoms and positions in Å:
O  2.25690  1.37250  1.01298  -0.721
C  1.49798  2.07902  0.37165  0.523
N  0.16473  1.91853  0.42129  -0.487
N  -0.37126  0.88400  1.18246  -0.121
C  -1.70857  0.76956  1.35549  -0.054
O  -2.48014  1.54616  0.83098  -0.694
C  -2.12864  -0.40351  2.22182  0.445
C  -1.69789  -1.73835  1.60482  -0.690
C  -2.20174  -2.89613  2.46261  -0.763
C  -1.67264  -2.77429  3.88865  -0.620
C  -2.09037  -1.44083  4.50164  -0.762
C  -1.58592  -0.27909  3.64939  -0.692
H  -0.49364  -0.29173  3.64021  0.251
H  -1.90753  0.66984  4.08324  0.350
H  -1.69132  -1.35479  5.51419  0.366
H  -3.17961  -1.39702  4.56611  0.347
H  -2.05272  -3.59722  4.49687  0.322
H  -0.58227  -2.84308  3.87823  0.325
H  -1.88165  -3.84416  2.02587  0.363
H  -3.29356  -2.88676  2.47900  0.346
H  -0.60852  -1.78803  1.54074  0.256
H  -2.09807  -1.82024  0.59234  0.361
H  -3.22243  -0.37358  2.26039  0.469
H  0.34032  0.32173  1.63116  0.402
H  -0.50892  2.37334  -0.18598  0.423
C  1.96185  3.19165  -0.55318  -0.668
H  1.13127  3.84162  -0.82113  0.335
H  2.73422  3.76590  -0.04143  0.415
C  2.56973  2.57453  -1.81411  -0.716
N  1.57892  1.81713  -2.53100  0.711
C  1.75980  0.75786  -3.36552  1.073
C  2.87051  0.05229  -3.81450  -0.852
C  2.62628  -0.99156  -4.67627  -0.473
C  1.32767  -1.33080  -5.08693  -0.486
C  0.22308  -0.64033  -4.65071  -0.667
C  0.44413  0.42264  -3.77459  0.317
N  -0.40603  1.29274  -3.16320  -0.806
N  0.26926  2.09296  -2.44955  -0.370
H  -0.77681  -0.89468  -4.96154  0.438
H  1.20323  -2.16068  -5.76640  0.372
H  3.45658  -1.57041  -5.05240  0.375
H  3.87070  0.31084  -3.50248  0.380
H  3.38458  1.89812  -1.53868  0.420
H  2.96850  3.36430  -2.46255  0.256

Output
Net charge: 0
Relative energy (zero: lowest compared OMol25 entry of this formula, charge and spin): 53.8 kcal per mole
2S+1: 1


[2]
Here is the molecule C16H21NO from the OMol25 dataset. Energies are from ωB97M-V with the def2-TZVPD basis set.

Each line ends with the Mulliken charge.
Atoms and positions in Å:
O  0.31675  2.66201  1.68039  -0.664
C  -0.43910  0.80899  0.43153  0.079
C  0.48095  -0.07431  1.02979  -1.788
C  -3.20510  -0.65375  -1.82416  -0.537
C  -2.94190  -1.99735  -1.52719  -0.828
C  -2.45326  0.34307  -1.27452  -0.521
C  -1.89517  -2.31337  -0.69048  -0.169
C  -1.34043  0.01399  -0.38351  -0.434
C  -1.14751  -1.28353  -0.11225  -0.820
N  0.69382  4.31065  -0.40026  -0.400
C  1.94859  4.83856  -0.93763  -0.907
C  -0.36671  2.28866  0.45178  0.370
C  0.40891  2.85297  -0.69726  -0.885
C  1.62280  -3.47982  0.39449  -0.675
C  1.34937  -3.20146  1.76698  -0.800
C  1.19743  -2.12122  -0.32375  -0.903
C  0.00749  -2.37383  1.84587  -0.893
C  0.13443  -1.50821  0.61277  3.389
H  0.07605  1.89800  2.20930  0.401
H  1.35810  0.28106  1.61545  0.387
H  -4.06352  -0.36053  -2.49671  0.307
H  -3.35050  -2.78398  -2.14184  0.356
H  -2.72287  1.38395  -1.65846  0.287
H  -1.80027  -3.40748  -0.49853  0.308
H  0.72446  4.36959  0.62480  0.341
H  1.98976  5.89574  -0.96431  0.351
H  2.84768  4.31195  -0.47291  0.303
H  1.99351  4.69579  -2.04634  0.294
H  -1.35352  2.72947  0.51108  0.449
H  -0.11961  2.74183  -1.66777  0.363
H  1.35236  2.28818  -0.90182  0.408
H  1.03945  -4.28422  0.07258  0.356
H  2.66632  -3.81417  0.26753  0.371
H  2.02572  -2.56201  2.38590  0.269
H  1.33141  -4.06559  2.37666  0.541
H  1.97373  -1.37975  -0.56296  0.399
H  0.71729  -2.42403  -1.26284  0.270
H  -1.01661  -2.94479  1.83072  0.343
H  -0.04025  -1.68102  2.73791  0.283

Output
Net charge: 0
Relative energy (zero: lowest compared OMol25 entry of this formula, charge and spin): 84.2 kcal per mole
2S+1: 1


[3]
Here is the molecule C16H21NO4 from the OMol25 dataset. Energies are from ωB97M-V with the def2-TZVPD basis set.

Each line ends with the Mulliken charge.
Atoms and positions in Å:
C  -0.65872  -2.68758  -1.22982  -0.777
H  0.23077  -2.40013  -1.78399  0.180
H  -1.33720  -3.26073  -1.86491  0.422
H  -0.39233  -3.30138  -0.36644  0.310
O  -1.28171  -1.48187  -0.80994  -0.259
C  -2.52444  -1.62860  -0.31995  0.763
O  -3.03667  -2.71538  -0.18820  -0.636
C  -3.21851  -0.36250  0.00394  0.071
C  -4.55843  -0.48400  0.37101  -0.589
C  -5.33168  0.62252  0.65061  -0.672
C  -4.76187  1.88122  0.55587  -0.570
C  -3.43348  2.02856  0.20207  -0.705
C  -2.63629  0.91738  -0.06929  0.884
O  -1.32315  0.99675  -0.38749  -0.225
C  -0.71290  2.26446  -0.48629  -0.208
H  -0.82770  2.83581  0.44544  0.437
H  -1.14103  2.85270  -1.30761  0.396
C  0.79478  2.12560  -0.73581  0.014
O  1.46546  3.10173  -1.00277  -0.683
N  1.26992  0.88404  -0.60105  0.131
H  0.61800  0.13745  -0.41142  0.199
C  2.68456  0.58600  -0.73728  -0.243
C  2.89189  -0.90433  -0.99456  -1.092
C  2.54651  -1.74453  0.23389  -0.152
C  3.35602  -1.28692  1.44302  -0.899
C  3.08634  0.18776  1.72501  -0.524
C  3.45665  1.03281  0.51104  -1.050
H  3.24135  2.08577  0.69534  0.440
H  4.52523  0.93673  0.31007  0.446
H  2.02869  0.32725  1.95936  0.258
H  3.66551  0.51539  2.59025  0.356
H  3.09336  -1.88976  2.31461  0.370
H  4.42088  -1.42967  1.24536  0.382
H  1.48373  -1.65225  0.46523  0.043
H  2.74969  -2.79660  0.02257  0.339
H  2.28833  -1.21404  -1.85066  0.249
H  3.94037  -1.06348  -1.25342  0.491
H  3.04875  1.17055  -1.59214  0.421
H  -3.02127  3.02247  0.13550  0.407
H  -5.35250  2.76199  0.75929  0.401
H  -6.36665  0.50936  0.93185  0.399
H  -4.97026  -1.48055  0.42172  0.475

Output
Net charge: 0
Relative energy (zero: lowest compared OMol25 entry of this formula, charge and spin): 17.8 kcal per mole
2S+1: 1


[4]
Here is a structure of composition C16H22AlBBr2Cl5F4N2NaO14S from the OMol25 dataset. Energies are from ωB97M-V with the def2-TZVPD basis set.

Each line ends with the Mulliken charge.
Atoms and positions in Å:
C  -4.48683  -2.45385  -1.81744  -0.854
C  -4.49718  -2.15484  -0.27795  -0.657
C  -3.04691  -2.12089  0.19079  -0.336
C  -2.86404  -1.60117  1.61545  -1.052
C  -1.43383  -1.08517  1.91606  -0.958
C  -0.35752  -1.93180  1.26397  0.251
O  -0.36762  -3.18533  2.06145  -0.278
S  1.14630  -3.65693  2.14338  1.100
O  1.31859  -4.53034  1.06429  -0.555
O  1.59324  -4.07252  3.42221  -0.683
O  1.94190  -2.22882  2.00486  -0.377
C  1.09587  -1.37571  1.20393  -0.020
C  1.32811  0.12352  1.26766  0.724
F  0.93365  0.69749  2.37312  -0.234
F  2.62894  0.33448  1.10752  -0.306
F  0.75405  0.65756  0.23830  -0.198
H  -3.42694  -2.53579  -2.12435  -0.039
H  -4.91532  -1.61993  -2.38378  0.412
H  -4.93614  -3.42143  -2.05497  0.368
H  -4.98256  -3.01610  0.18232  0.210
H  -5.04343  -1.23935  -0.06658  0.412
H  -2.48904  -1.43501  -0.48500  0.354
H  -2.53499  -3.09039  0.10461  0.171
H  -3.10079  -2.47563  2.33371  0.352
H  -3.60361  -0.83407  1.85317  0.579
H  -1.34344  -0.00965  1.73275  0.371
H  -1.30166  -1.21541  3.00185  0.339
H  -0.52379  -2.29800  0.25293  0.459
H  1.40980  -1.61109  0.18035  0.295
Br  -1.27830  -5.35547  -2.52599  0.010
C  -1.81989  -5.35236  -4.37802  -0.733
C  -1.59602  -3.97692  -5.00464  -0.211
Br  -2.96627  -2.73611  -4.46104  0.144
H  -2.86543  -5.67875  -4.40663  0.491
H  -1.18824  -6.12470  -4.85655  0.256
H  -1.67712  -4.01040  -6.10698  0.148
H  -0.63758  -3.53710  -4.74136  0.553
C  4.22660  -1.89783  5.97213  0.619
O  4.66762  -1.73513  7.08245  -0.585
N  3.29054  -2.85956  5.68085  -0.369
N  4.60838  -1.14019  4.89644  -0.308
H  2.91503  -3.01567  4.75840  0.247
H  2.97512  -3.44171  6.43940  0.157
H  5.29294  -0.42270  5.06411  0.198
H  4.25073  -1.26167  3.96402  0.203
B  -0.94190  5.30408  0.17666  1.076
O  -1.23385  6.14688  -0.98382  -0.472
C  -0.09858  6.51413  -1.58204  0.603
O  -0.02120  7.19589  -2.54648  -0.490
C  1.08112  5.90838  -0.85169  0.481
O  2.22043  6.01491  -1.13061  -0.515
O  0.62200  5.17318  0.22310  -0.191
O  -1.48984  5.90772  1.39190  -0.544
C  -2.33241  5.03315  1.94794  0.486
O  -2.94648  5.21629  2.95128  -0.554
C  -2.36060  3.78755  1.09369  0.755
O  -3.00099  2.80243  1.29431  -0.610
O  -1.53901  3.96928  0.05669  -0.540
Na  1.94412  -1.42520  4.80826  0.822
Cl  0.85387  5.45343  2.20009  -0.079
Al  -1.93401  -5.49771  -6.74049  0.381
O  3.12530  6.12043  -4.17549  -0.602
H  2.97802  6.03857  -3.22828  0.255
C  6.39697  5.98354  -5.46444  0.356
Cl  7.94197  5.93424  -6.33919  -0.130
Cl  5.10914  5.39882  -6.51521  -0.083
Cl  6.50551  4.95263  -4.03047  -0.109
Cl  6.05726  7.64248  -4.97238  -0.076
F  -4.12299  -3.55917  2.70432  -0.890

Output
Net charge: 0
Relative energy (zero: lowest compared OMol25 entry of this formula, charge and spin): 0.0 kcal per mole
2S+1: 1


[5]
Here is a structure of composition C16H22BClLaO2 from the OMol25 dataset. Energies are from ωB97M-V with the def2-TZVPD basis set.

Each line ends with the Mulliken charge.
Atoms and positions in Å:
C  0.70842  2.36444  0.87271  -0.582
C  1.57706  1.94326  -0.17390  -0.624
C  2.30945  0.82816  0.30479  -0.196
H  1.65157  2.36671  -1.16884  0.393
C  1.87776  0.52453  1.62327  -0.784
C  0.89160  1.49198  1.97899  -0.766
H  0.27203  1.45396  2.87621  0.581
H  -0.06196  3.13371  0.76386  0.592
H  3.08445  0.29382  -0.25451  0.496
H  2.21538  -0.31382  2.21056  0.421
La  -0.43944  0.16402  0.10690  0.900
Cl  -2.21405  1.71562  -1.01870  -0.681
C  -0.99678  -1.90917  -1.44581  -0.607
C  -0.03137  -2.52016  -0.58382  -0.705
C  1.25148  -1.99809  -0.95071  -0.475
H  -0.22985  -3.15747  0.24889  0.421
C  1.07260  -1.08296  -2.01304  -0.353
C  -0.31669  -1.00995  -2.33138  -0.875
H  -0.76368  -0.33299  -3.03627  0.553
H  -2.07327  -1.95963  -1.32410  0.635
H  2.19554  -2.25613  -0.48939  0.445
H  1.85448  -0.51611  -2.51278  0.429
C  -3.81531  0.10644  4.55343  -1.896
C  -3.62271  -0.70332  3.32501  1.547
C  -4.05431  -2.16587  3.55962  -1.840
O  -2.20889  -0.72323  2.97668  -0.688
B  -2.36002  -0.92881  1.66696  1.105
O  -3.49533  -0.76550  0.98479  -0.894
C  -4.29100  -0.11076  2.01478  1.613
C  -5.71921  -0.46684  1.80595  -1.910
C  -4.12757  1.41816  1.91980  -1.683
H  -4.89630  0.14850  4.75701  0.326
H  -3.42409  1.12228  4.42579  0.332
H  -3.31243  -0.39358  5.38606  0.485
H  -3.45745  -2.55370  4.39196  0.457
H  -5.11297  -2.20819  3.83074  0.381
H  -3.87782  -2.82200  2.68858  0.283
H  -6.30226  -0.04778  2.64179  0.313
H  -6.06803  -0.00925  0.87403  0.491
H  -5.85468  -1.55202  1.76585  0.382
H  -3.08633  1.77221  2.01193  0.177
H  -4.48462  1.74604  0.93632  0.441
H  -4.73206  1.90282  2.70159  0.358

Output
Net charge: -1
2S+1: 1


Record-wise LUMO values, in Eh: 0.0184, 0.0210, 0.0156, -0.1441, 0.1036
Record-wise HOMO-LUMO gap values, in eV: 9.3, 8.8, 9.5, 2.3, 5.5
Record-wise max |F| values, in eV/A: 1.32, 5.07, 0.72, 3.17, 6.96